# 1
{"formula": "C4H5Br2O3", "method": "wB97M-V/def2-TZVPD", "e_tot_ev": -150457.723, "homo_ha": -0.1774, "total_charge": -1, "de_lowest_kj_mol": 7.9, "orbital_gap_ev": 7.908, "smiles": "CC(Br)(Br)[C@H](O)C(=O)[O-]", "e_lumo_ev": 3.08, "symbols": ["C", "C", "C", "C", "O", "O", "O", "Br", "Br", "H", "H", "H", "H", "H"], "xyz": [[-1.3606, -0.9107, 0.6068], [0.1898, 0.9694, -1.5257], [-0.1208, -0.0032, 1.0334], [0.6965, 0.1916, -0.3933], [-1.3827, -2.0028, 1.1782], [-2.2061, -0.4501, -0.1631], [0.6207, -0.5991, 1.9641], [2.3178, 1.1897, 0.4843], [1.3743, -1.5721, -1.0368], [1.0227, 1.6757, -1.9765], [-0.2827, 0.4817, -2.4139], [-0.4979, 1.6659, -1.0022], [-0.5536, 0.9948, 1.3410], [0.1825, -1.6309, 1.9037]], "nbo_charge": [0.732, -0.740, -0.047, 0.015, -0.750, -0.752, -0.751, -0.108, -0.012, 0.224, 0.256, 0.245, 0.182, 0.507]}

# 2
{"formula": "C4H5BrClFN3O2", "method": "wB97M-V/def2-TZVPD", "e_tot_ev": -98063.022, "homo_ha": -0.5471, "total_charge": 1, "de_lowest_kj_mol": 236.8, "orbital_gap_ev": 9.124, "e_lumo_ev": -5.76, "symbols": ["C", "C", "C", "C", "N", "N", "N", "O", "O", "F", "Cl", "Br", "H", "H", "H", "H", "H"], "xyz": [[2.2446, 0.5786, 0.5525], [1.7950, -0.2375, -1.7218], [-1.5047, 0.6962, 1.7032], [1.3226, 1.9636, -0.9544], [2.5604, 0.4299, 1.6446], [-0.4873, 1.8056, -0.1196], [1.9907, 0.8383, -0.7578], [-0.4545, 0.8717, 0.8187], [-1.2563, 2.6659, -0.2401], [0.9822, 2.1362, -2.2870], [-2.9863, 0.4288, 0.6724], [1.8050, 3.4612, 0.1070], [1.8134, -1.1043, -1.0411], [0.9223, -0.0044, -2.3078], [2.6709, -0.1359, -2.4067], [-1.6136, 1.5456, 2.4776], [-1.2590, -0.3419, 2.1143]], "nbo_charge": [0.367, -0.412, -0.128, 0.621, -0.196, 0.436, -0.474, -0.307, -0.153, -0.280, -0.018, 0.277, 0.251, 0.244, 0.253, 0.255, 0.264]}

# 3
{"formula": "C4H5BrN2", "method": "wB97M-V/def2-TZVPD", "e_tot_ev": -77245.955, "homo_ha": -0.2847, "total_charge": 0, "de_lowest_kj_mol": 517.0, "orbital_gap_ev": 5.587, "e_lumo_ev": -2.16, "symbols": ["C", "C", "C", "C", "N", "N", "Br", "H", "H", "H", "H", "H"], "xyz": [[0.6608, 1.8146, 0.0865], [-0.6133, 2.2447, 0.0144], [0.4834, 0.4778, 0.2032], [-0.0433, -2.5236, -0.1829], [-1.4257, 1.1963, 0.3087], [-0.8283, 0.1253, 0.3446], [1.7220, -0.9068, 0.2207], [1.4676, 2.4188, -0.2788], [-1.0664, 3.2537, -0.1362], [0.2473, -3.4729, 0.3771], [-0.9069, -2.0171, 0.1968], [0.3029, -2.6106, -1.1540]], "nbo_charge": [-0.380, -0.130, -0.109, -0.280, -0.264, -0.337, 0.387, 0.230, 0.205, 0.206, 0.273, 0.197]}

# 4
{"formula": "C4H5BrN2O", "method": "wB97M-V/def2-TZVPD", "e_tot_ev": -79296.873, "homo_ha": -0.3216, "total_charge": 0, "de_lowest_kj_mol": 179.5, "orbital_gap_ev": 9.310, "smiles": "C=N/C=C\\Br.N=C=O", "e_lumo_ev": 0.56, "symbols": ["C", "C", "C", "C", "N", "N", "O", "Br", "H", "H", "H", "H", "H"], "xyz": [[-0.5349, 0.4372, 0.3002], [0.2430, -2.7267, -0.1586], [-1.3605, 2.5409, -0.5971], [0.7697, 0.1987, 0.5557], [-1.1613, 1.3077, -0.5517], [1.3871, -3.0765, -0.0604], [-0.9253, -2.7157, -0.1981], [2.3434, 0.9597, -0.2879], [-1.1595, -0.1306, 1.0944], [-1.7180, 2.8837, -1.4672], [-1.1853, 3.3646, 0.1594], [1.0938, -0.4608, 1.4008], [2.2078, -2.5823, -0.1896]], "nbo_charge": [-0.044, 0.863, 0.036, -0.372, -0.406, -0.762, -0.517, 0.005, 0.241, 0.160, 0.151, 0.232, 0.414]}

# 5
{"formula": "C4H5BrN2O2S", "method": "wB97M-V/def2-TZVPD", "e_tot_ev": -92174.820, "homo_ha": [-0.3291, -0.3082], "total_charge": 0, "de_lowest_kj_mol": 618.8, "orbital_gap_ev": [7.453, 7.137], "e_lumo_ev": [-1.50, -1.25], "symbols": ["C", "C", "C", "C", "N", "N", "O", "O", "S", "Br", "H", "H", "H", "H", "H"], "xyz": [[2.4987, 1.4482, 0.1839], [1.2487, 1.3793, 0.7517], [3.1657, 0.3274, -0.3514], [-0.5972, -0.0335, 0.7223], [0.4473, 0.4151, 0.1300], [-3.0783, -1.1392, 0.2061], [-1.5263, -0.3135, -1.6707], [-1.0441, -2.4699, -0.4957], [-1.5048, -1.1298, -0.4741], [2.5913, -0.9994, -1.3988], [3.0941, 2.2825, 0.3381], [0.9803, 1.7636, 1.7569], [0.5856, 0.3610, -0.8873], [-3.7907, -0.4402, -0.0018], [-3.0703, -1.4514, 1.1906]], "nbo_charge": [-0.385, 0.048, -0.100, -0.111, -0.599, -1.088, -0.958, -0.905, 2.175, 0.207, 0.231, 0.240, 0.424, 0.415, 0.406]}

# 6
{"formula": "C4H5BrO2", "method": "wB97M-V/def2-TZVPD", "e_tot_ev": -78365.275, "homo_ha": -0.3771, "total_charge": 0, "de_lowest_kj_mol": 45.1, "orbital_gap_ev": 10.835, "smiles": "C[C@]1(Br)CC(=O)O1", "e_lumo_ev": 0.57, "symbols": ["C", "C", "C", "C", "O", "O", "Br", "H", "H", "H", "H", "H"], "xyz": [[1.0993, -0.6382, 1.2509], [-0.1163, 0.3200, 1.1364], [-0.3128, -0.3453, -0.2986], [-0.2567, 0.5108, -1.5092], [1.8905, -0.7745, 2.1044], [0.9870, -1.2579, 0.0840], [-1.8661, -1.4581, -0.3135], [-0.7651, 0.1623, 1.9563], [0.0790, 1.3632, 1.1966], [-0.9630, 0.1401, -2.1854], [0.7261, 0.3446, -1.9188], [-0.5020, 1.6330, -1.5030]], "nbo_charge": [0.801, -0.571, 0.220, -0.701, -0.545, -0.496, 0.066, 0.248, 0.237, 0.239, 0.252, 0.250]}

# 7
{"formula": "C4H5BrOS", "method": "wB97M-V/def2-TZVPD", "e_tot_ev": -87151.867, "homo_ha": -0.3443, "total_charge": 0, "de_lowest_kj_mol": 40.0, "orbital_gap_ev": 10.023, "e_lumo_ev": 0.65, "symbols": ["C", "C", "C", "C", "O", "S", "Br", "H", "H", "H", "H", "H"], "xyz": [[1.2840, -0.8954, 0.3991], [2.3126, -0.0883, -0.0334], [-0.0689, -0.1529, 0.2861], [0.1028, 1.0616, -0.6698], [1.7883, 2.3260, 0.9669], [1.7744, 1.7114, -0.3549], [4.1302, -0.4919, -0.0171], [1.4567, -1.9137, 0.8380], [-0.7456, -0.7896, -0.1632], [-0.2778, 0.1709, 1.4093], [0.3618, 0.4823, -1.5976], [-0.6863, 1.7507, -0.4766]], "nbo_charge": [-0.196, -0.373, -0.430, -0.630, -0.962, 1.277, 0.118, 0.241, 0.220, 0.240, 0.238, 0.257]}

# 8
{"formula": "C4H5Cl", "method": "wB97M-V/def2-TZVPD", "e_tot_ev": -16745.964, "homo_ha": [-0.2957, -0.3188], "total_charge": 0, "de_lowest_kj_mol": 401.4, "orbital_gap_ev": [7.898, 8.586], "e_lumo_ev": [-0.15, -0.09], "symbols": ["C", "C", "C", "C", "Cl", "H", "H", "H", "H", "H"], "xyz": [[-1.1517, 0.5263, 0.1120], [-0.3021, 0.1330, 1.0946], [-0.2149, 0.1344, -0.9853], [0.7857, -0.0460, 0.1731], [2.4268, 0.4481, 0.0538], [-2.1675, 0.9153, 0.1627], [-0.3955, -0.0896, 2.0976], [-0.3191, -0.8026, -1.4806], [0.1223, 0.7611, -1.7381], [1.2160, -1.9801, 0.5102]], "nbo_charge": [-0.131, -0.242, -0.485, -0.003, 0.051, 0.220, 0.221, 0.232, 0.209, -0.072]}

# 9
{"formula": "C4H5Cl", "method": "wB97M-V/def2-TZVPD", "e_tot_ev": -16744.463, "homo_ha": -0.3404, "total_charge": 0, "de_lowest_kj_mol": 546.1, "orbital_gap_ev": 8.275, "e_lumo_ev": -0.99, "symbols": ["C", "C", "C", "C", "Cl", "H", "H", "H", "H", "H"], "xyz": [[1.2070, 0.4425, 0.2457], [0.0533, 0.2603, -0.2678], [0.8347, -0.9478, -0.1882], [-3.0869, 0.7514, -0.6270], [-3.7167, -0.4686, 0.2717], [1.9683, 1.1134, 0.6806], [1.3388, -1.2407, -1.0689], [0.5207, -1.8181, 0.3899], [-0.8869, 0.5676, -0.6701], [-2.5445, 1.4702, 0.1616]], "nbo_charge": [-0.167, -0.180, -0.432, -0.225, 0.103, 0.231, 0.165, 0.178, 0.208, 0.119]}

# 10
{"formula": "C4H5Cl2FN2O3S", "method": "wB97M-V/def2-TZVPD", "e_tot_ev": -51947.835, "homo_ha": -0.3235, "total_charge": 0, "de_lowest_kj_mol": 161.3, "orbital_gap_ev": 8.989, "e_lumo_ev": 0.18, "symbols": ["C", "C", "C", "C", "N", "N", "O", "O", "O", "F", "S", "Cl", "Cl", "H", "H", "H", "H", "H"], "xyz": [[-0.6115, 0.9839, -0.6149], [-3.4318, 2.9584, 0.7443], [1.8224, -0.4946, 0.2995], [-1.0025, -2.4622, 1.0344], [-1.6337, 0.4338, -1.1996], [0.6666, -0.6467, -0.4907], [-3.3512, 2.3920, -0.2615], [-0.1665, 2.0130, -0.2836], [-3.5275, 3.5807, 1.7096], [-2.0876, -3.2795, 0.8857], [-0.1031, -2.0593, -0.6351], [-1.6971, -0.9550, 1.6721], [0.1578, -3.1516, 2.0866], [2.6205, 0.2723, -0.1093], [1.5887, -0.1879, 1.2571], [2.2590, -1.5622, 0.3432], [-1.6619, -0.6254, -1.1472], [-2.4272, 0.9008, -1.5863]], "nbo_charge": [0.910, 1.041, -0.424, 0.078, -0.851, -0.776, -0.550, -0.516, -0.491, -0.335, 0.462, -0.037, 0.036, 0.201, 0.185, 0.203, 0.426, 0.437]}

# 11
{"formula": "C4H5Cl3", "method": "wB97M-V/def2-TZVPD", "e_tot_ev": -41793.858, "homo_ha": -0.3119, "total_charge": 0, "de_lowest_kj_mol": 201.5, "orbital_gap_ev": 9.240, "e_lumo_ev": 0.75, "symbols": ["C", "C", "C", "C", "Cl", "Cl", "Cl", "H", "H", "H", "H", "H"], "xyz": [[0.2442, 0.2725, 0.5786], [-0.6111, 0.7802, -0.5843], [-1.3583, -0.4715, -0.2291], [1.5799, -0.2745, 0.3617], [-1.4572, 2.3745, -0.3624], [-1.0382, -1.9048, -1.1507], [-2.6233, -0.5745, 0.8273], [-0.1283, 0.7144, 1.4588], [-0.1866, 0.5752, -1.5102], [2.3197, 0.4919, -0.0845], [1.2726, -1.0239, -0.4637], [1.9865, -0.9596, 1.1585]], "nbo_charge": [-0.156, -0.241, -0.173, -0.671, -0.048, 0.034, 0.103, 0.217, 0.230, 0.235, 0.230, 0.239]}

# 12
{"formula": "C4H5Cl3N3", "method": "wB97M-V/def2-TZVPD", "e_tot_ev": -46257.584, "homo_ha": -0.5304, "total_charge": 1, "de_lowest_kj_mol": 67.1, "orbital_gap_ev": 9.380, "smiles": "[NH3+][C@@H]1C(Cl)=NC=NC1(Cl)Cl", "e_lumo_ev": -5.05, "symbols": ["C", "C", "C", "C", "N", "N", "N", "Cl", "Cl", "Cl", "H", "H", "H", "H", "H"], "xyz": [[-0.0274, 2.3205, 1.5717], [0.0718, 0.0698, 1.5110], [0.3895, 0.0871, 0.0715], [-0.5629, 1.4956, -0.5267], [-0.4647, 2.5795, 0.3971], [0.0448, 1.1192, 2.1636], [-0.1819, -1.1238, -0.6293], [-0.3306, -1.3671, 2.2645], [-0.0615, 2.0022, -2.1689], [-2.2698, 0.9044, -0.5112], [0.0930, 3.2631, 2.1501], [1.3746, 0.4457, -0.1566], [0.0874, -1.9389, -0.1003], [0.3212, -1.1576, -1.6225], [-1.2446, -0.7791, -0.5956]], "nbo_charge": [0.296, 0.244, -0.181, 0.107, -0.464, -0.424, -0.748, 0.129, 0.086, 0.049, 0.232, 0.282, 0.456, 0.478, 0.459]}

# 13
{"formula": "C4H5Cl3NP", "method": "wB97M-V/def2-TZVPD", "e_tot_ev": -52572.683, "homo_ha": -0.3735, "total_charge": 0, "de_lowest_kj_mol": 110.6, "orbital_gap_ev": 8.935, "e_lumo_ev": -1.23, "symbols": ["C", "C", "C", "C", "N", "P", "Cl", "Cl", "Cl", "H", "H", "H", "H", "H"], "xyz": [[0.8815, -0.1383, 0.5181], [2.3676, -0.0011, -0.0586], [-0.2899, -0.5135, -0.8063], [0.2528, 0.9377, 1.3470], [2.9063, -1.2590, 0.3579], [1.5752, -1.8108, 1.0675], [2.5989, 0.2447, -1.7876], [3.1133, 1.3968, 0.7953], [-0.1189, 2.3652, 0.0961], [-1.2211, -0.4967, -0.1800], [0.0655, -1.3974, -1.2856], [-0.2251, 0.2248, -1.4694], [0.9684, 1.2619, 2.1327], [-0.8100, 0.6388, 1.6055]], "nbo_charge": [-0.395, 0.060, -0.553, -0.347, -0.806, 1.054, 0.023, -0.026, -0.137, 0.210, 0.208, 0.218, 0.251, 0.240]}

# 14
{"formula": "C4H5ClF2", "method": "wB97M-V/def2-TZVPD", "e_tot_ev": -22184.009, "homo_ha": -0.3916, "total_charge": 0, "de_lowest_kj_mol": 186.9, "orbital_gap_ev": 11.368, "smiles": "CC1=C[C@@]1(F)Cl.F", "e_lumo_ev": 0.71, "symbols": ["C", "C", "C", "C", "F", "F", "Cl", "H", "H", "H", "H", "H"], "xyz": [[-1.3797, 0.1083, -0.6821], [-0.6032, -0.0356, 0.4121], [-1.5295, -1.1455, -0.0216], [0.4866, 0.4114, 1.2577], [0.3839, -1.4378, -2.6056], [-2.8006, -1.3358, 0.5082], [-1.0940, -2.7499, -0.5176], [-1.4566, 0.4871, -1.6498], [0.1442, -1.8980, -1.7915], [1.0083, 1.1987, 0.6982], [1.1730, -0.4204, 1.3376], [0.2552, 0.6962, 2.2507]], "nbo_charge": [-0.177, 0.084, 0.224, -0.672, -0.595, -0.365, -0.006, 0.238, 0.537, 0.238, 0.245, 0.250]}

# 15
{"formula": "C4H5ClN2", "method": "wB97M-V/def2-TZVPD", "e_tot_ev": -19724.624, "homo_ha": [-0.2982, -0.3170], "total_charge": 0, "de_lowest_kj_mol": 706.4, "orbital_gap_ev": [7.080, 7.872], "e_lumo_ev": [-1.03, -0.75], "symbols": ["C", "C", "C", "C", "N", "N", "Cl", "H", "H", "H", "H", "H"], "xyz": [[-0.1987, 0.3547, 0.8028], [-0.2604, 1.3533, 1.8562], [0.6584, -1.7135, -0.3955], [-0.2768, 0.9074, -0.6234], [0.2117, -0.9389, 0.7232], [0.3121, -2.2592, 0.8764], [-1.2484, 2.6726, 1.6028], [-0.0181, -1.8675, -1.2296], [1.7101, -1.6409, -0.6635], [0.6905, 0.8242, -1.1200], [-1.0146, 0.3545, -1.2048], [-0.5657, 1.9532, -0.6246]], "nbo_charge": [0.031, -0.096, -0.113, -0.640, -0.120, -0.136, 0.051, 0.177, 0.177, 0.220, 0.218, 0.231]}

# 16
{"formula": "C4H5ClN2O", "method": "wB97M-V/def2-TZVPD", "e_tot_ev": -21778.817, "homo_ha": -0.3613, "total_charge": 0, "de_lowest_kj_mol": 59.8, "orbital_gap_ev": 9.114, "smiles": "O=c1cncc[nH]1.Cl", "e_lumo_ev": -0.72, "symbols": ["C", "C", "C", "C", "N", "N", "O", "Cl", "H", "H", "H", "H", "H"], "xyz": [[-1.6890, -0.8955, -0.6608], [-0.7645, 0.0201, -1.1250], [-0.2943, -1.4218, 1.0923], [0.7174, -0.3702, 0.7351], [-1.4385, -1.5805, 0.4854], [0.3810, 0.3382, -0.4129], [1.6709, -0.0603, 1.4041], [3.0561, 2.3050, 0.9940], [-2.6468, -1.1134, -1.2011], [-0.8970, 0.4963, -2.0798], [0.1009, -1.9498, 2.0314], [1.0297, 0.9858, -0.8728], [2.2834, 1.0911, 1.1808]], "nbo_charge": [-0.094, 0.023, -0.012, 0.609, -0.346, -0.542, -0.591, -0.512, 0.227, 0.223, 0.220, 0.448, 0.348]}

# 17
{"formula": "C4H5ClN2O", "method": "wB97M-V/def2-TZVPD", "e_tot_ev": -21776.959, "homo_ha": -0.3208, "total_charge": 0, "de_lowest_kj_mol": 239.1, "orbital_gap_ev": 8.634, "smiles": "C=NN/C=C(\\Cl)C=O", "e_lumo_ev": -0.10, "symbols": ["C", "C", "C", "C", "H", "H", "H", "H", "H", "N", "N", "O", "Cl"], "xyz": [[1.4517, -0.3049, -0.0190], [2.4506, 0.7980, -0.0751], [0.1525, -0.0443, -0.0392], [-2.5493, 0.3251, 0.1722], [3.5049, 0.4809, -0.1648], [-0.0615, 1.0360, -0.1670], [-0.4926, -1.9908, -0.1708], [-3.6578, 0.3944, 0.0474], [-2.0219, 1.1713, 0.5663], [-0.7901, -1.0306, -0.0314], [-2.1415, -0.8286, -0.1990], [2.1244, 1.9708, 0.0107], [2.0306, -1.9772, 0.0696]], "nbo_charge": [-0.230, 0.393, 0.023, -0.148, 0.134, 0.254, 0.411, 0.194, 0.176, -0.428, -0.198, -0.543, -0.037]}

# 18
{"formula": "C4H5ClN2O3S", "method": "wB97M-V/def2-TZVPD", "e_tot_ev": -36702.985, "homo_ha": [-0.3296, -0.3296], "total_charge": 0, "de_lowest_kj_mol": 525.1, "orbital_gap_ev": [8.307, 8.308], "e_lumo_ev": [-0.66, -0.66], "symbols": ["C", "C", "C", "C", "N", "N", "O", "O", "O", "S", "Cl", "H", "H", "H", "H", "H"], "xyz": [[0.1646, -0.7083, -1.0385], [-1.4254, 0.9951, -0.9950], [0.6396, 1.3846, -0.3016], [2.1884, -0.5589, 0.1123], [1.0801, 0.0780, -0.5412], [-0.5352, 1.7940, -0.5563], [-0.9722, -0.3504, 1.3883], [-3.3052, 0.5110, 0.6304], [-2.2176, -1.4245, -0.4716], [-1.8661, -0.2365, 0.2153], [1.8207, 2.4826, 0.2649], [0.6235, -1.6906, -1.1134], [2.8052, -0.9993, -0.5745], [2.6754, 0.0693, 0.7861], [1.9633, -1.4263, 0.7656], [-3.6390, 0.0801, 1.4293]], "nbo_charge": [0.058, -0.026, 0.359, -0.422, -0.418, -0.439, -0.943, -0.868, -0.916, 2.215, 0.055, 0.169, 0.217, 0.233, 0.228, 0.497]}

# 19
{"formula": "C4H5ClN2S", "method": "wB97M-V/def2-TZVPD", "e_tot_ev": -30564.481, "homo_ha": [-0.2999, -0.2999], "total_charge": 0, "de_lowest_kj_mol": 233.1, "orbital_gap_ev": [7.983, 7.983], "e_lumo_ev": [-0.18, -0.18], "symbols": ["C", "C", "C", "C", "N", "N", "S", "Cl", "H", "H", "H", "H", "H"], "xyz": [[0.2646, -0.8260, 1.3694], [1.1948, -0.7255, 0.3863], [-1.0869, -0.7686, 0.8798], [-0.5400, 0.3014, -1.0705], [-1.4923, -0.2126, -0.2192], [0.7700, -0.2165, -0.8451], [-0.7688, 2.5862, -0.3517], [-1.0600, 0.4802, -2.7330], [0.4439, -1.2353, 2.2692], [2.2491, -0.6625, 0.6118], [-1.8322, -1.2415, 1.4191], [1.3957, 0.0762, -1.6592], [0.4620, 2.4445, -0.0569]], "nbo_charge": [-0.329, 0.077, 0.124, 0.357, -0.451, -0.612, -0.378, 0.048, 0.225, 0.228, 0.192, 0.435, 0.084]}